1.
The following is a quantum chemistry calculation of an isolated molecule of C16H22N2O, from the OMol25 dataset.

CARTESIAN COORDINATES (ANGSTROEM)
O -1.085 -2.059 -1.845
C -0.901 -0.932 -1.436
C 0.376 -0.142 -1.721
N 0.704 0.744 -0.617
C 1.641 1.804 -1.004
C 2.805 1.991 -0.021
C 3.455 0.661 0.199
C 4.813 0.419 0.082
C 5.302 -0.863 0.271
C 4.437 -1.905 0.559
C 3.076 -1.671 0.665
C 2.586 -0.387 0.495
C 1.133 -0.018 0.560
N -1.798 -0.227 -0.723
C -3.069 -0.749 -0.279
C -4.227 0.189 -0.668
C -4.580 0.933 0.617
C -4.405 -0.141 1.686
C -3.126 -0.864 1.261
H 0.179 0.464 -2.611
H 1.180 -0.854 -1.964
H 1.075 2.740 -1.087
H 2.072 1.583 -1.988
H 3.509 2.717 -0.428
H 2.423 2.379 0.927
H 5.487 1.231 -0.154
H 6.363 -1.051 0.186
H 4.823 -2.904 0.696
H 2.396 -2.483 0.877
H 0.955 0.612 1.442
H 0.504 -0.905 0.645
H -1.505 0.681 -0.391
H -3.165 -1.724 -0.763
H -3.939 0.856 -1.480
H -5.082 -0.401 -0.999
H -5.588 1.346 0.597
H -3.877 1.750 0.789
H -5.252 -0.828 1.656
H -4.332 0.271 2.691
H -2.254 -0.363 1.686
H -3.110 -1.900 1.591

Results
LUMO energy	0.028	Eh
relative energy (zero: lowest compared OMol25 entry of this formula, charge and spin)	83.6	kJ/mol
charge	0

=====

2.
The following is a quantum chemistry calculation of an isolated molecule of C16H22N2O2S, from the OMol25 dataset.

CARTESIAN COORDINATES (ANGSTROEM)
C -6.398 -1.077 -0.760
C -5.800 -0.272 0.384
O -4.424 -0.604 0.593
C -3.524 0.007 -0.178
O -3.794 0.814 -1.028
C -2.116 -0.421 0.206
C -1.167 -0.257 -0.986
C 0.241 0.116 -0.533
N 0.222 1.397 0.145
C 1.134 2.362 -0.075
S 0.838 3.955 0.270
N 2.331 2.024 -0.654
C 3.135 0.917 -0.358
C 4.152 0.570 -1.245
C 4.966 -0.512 -0.982
C 4.795 -1.277 0.167
C 5.695 -2.442 0.447
C 3.796 -0.910 1.057
C 2.976 0.175 0.809
C -1.001 1.736 0.847
C -1.648 0.466 1.376
H -7.455 -0.846 -0.853
H -6.280 -2.141 -0.573
H -5.899 -0.823 -1.692
H -5.876 0.800 0.174
H -6.293 -0.503 1.330
H -2.167 -1.458 0.543
H -1.123 -1.178 -1.568
H -1.556 0.531 -1.634
H 0.640 -0.666 0.126
H 0.899 0.186 -1.402
H 2.821 2.823 -1.037
H 4.297 1.157 -2.141
H 5.748 -0.770 -1.681
H 5.245 -3.115 1.173
H 5.904 -2.997 -0.466
H 6.645 -2.092 0.850
H 3.662 -1.473 1.970
H 2.234 0.471 1.534
H -0.744 2.415 1.664
H -1.692 2.268 0.182
H -2.493 0.723 2.017
H -0.925 -0.080 1.984

Results
LUMO energy	0.023	Eh
relative energy (zero: lowest compared OMol25 entry of this formula, charge and spin)	65.3	kJ/mol
charge	0

=====

3.
The following is a quantum chemistry calculation of an isolated molecule of C16H22N2O6S, from the OMol25 dataset.

CARTESIAN COORDINATES (ANGSTROEM)
C 2.597 2.220 -5.518
C 1.863 1.753 -4.300
C 2.513 0.985 -3.338
C 1.848 0.564 -2.200
C 0.523 0.913 -2.030
S -0.378 0.374 -0.583
O 0.510 -0.326 0.311
O -1.105 1.492 -0.047
C -1.595 -0.848 -1.203
C -0.873 -1.935 -1.983
C 0.326 -2.454 -1.202
O 1.462 -2.367 -1.574
O -0.068 -3.071 -0.083
C 0.915 -3.288 0.925
C 0.684 -2.283 2.063
O 1.590 -1.814 2.710
N -0.636 -2.056 2.275
C -1.265 -0.953 2.922
O -2.468 -0.863 2.820
N -0.429 -0.160 3.589
C -0.837 1.082 4.234
C -1.711 0.769 5.449
C -1.564 2.003 3.256
C -0.142 1.685 -2.963
C 0.530 2.102 -4.097
H 3.162 3.122 -5.283
H 3.301 1.465 -5.858
H 1.907 2.454 -6.325
H 3.548 0.715 -3.483
H 2.335 -0.036 -1.449
H -2.310 -0.309 -1.817
H -2.093 -1.227 -0.314
H -1.551 -2.768 -2.179
H -0.503 -1.543 -2.932
H 1.918 -3.146 0.515
H 0.799 -4.310 1.297
H -1.282 -2.567 1.686
H 0.559 -0.361 3.488
H 0.089 1.563 4.567
H -1.176 0.132 6.149
H -2.612 0.256 5.123
H -1.992 1.690 5.953
H -0.995 2.113 2.336
H -2.531 1.580 3.002
H -1.710 2.981 3.706
H -1.169 1.964 -2.784
H 0.018 2.705 -4.833

Results
LUMO energy	0.018	Eh
relative energy (zero: lowest compared OMol25 entry of this formula, charge and spin)	0.0	kJ/mol
charge	0

=====

4.
The following is a quantum chemistry calculation of the ion C16H22N3O2S with charge +1 at a distorted geometry, from the OMol25 dataset.

CARTESIAN COORDINATES (ANGSTROEM)
C -0.430 -2.529 0.607
C -0.817 -1.960 1.977
N -2.148 -1.271 2.059
C -3.196 -2.281 1.691
C -2.385 -0.608 3.369
C -2.477 -1.535 4.609
C -2.229 -0.230 1.002
C -1.271 0.966 1.026
S -1.214 1.656 -0.696
C 0.508 2.253 -0.733
N 0.868 2.802 0.569
O 1.048 3.997 0.561
C 1.480 1.143 -1.237
O 1.731 0.218 -0.464
C 2.263 1.268 -2.507
C 3.231 0.281 -2.802
C 4.058 0.397 -3.946
C 4.009 1.551 -4.768
C 4.924 1.664 -5.870
N 5.634 1.740 -6.776
C 3.026 2.487 -4.493
C 2.136 2.333 -3.417
H 0.613 -2.798 0.672
H -0.536 -1.838 -0.240
H -0.966 -3.428 0.405
H -0.049 -1.229 2.257
H -0.783 -2.751 2.710
H -4.214 -1.888 1.843
H -3.137 -2.574 0.621
H -3.100 -3.199 2.279
H -3.341 -0.093 3.324
H -1.628 0.159 3.512
H -3.371 -2.181 4.642
H -1.599 -2.169 4.657
H -2.485 -0.926 5.533
H -2.121 -0.677 0.006
H -3.265 0.154 1.065
H -1.588 1.773 1.704
H -0.310 0.703 1.371
H 0.542 3.064 -1.452
H 3.471 -0.534 -2.151
H 4.778 -0.367 -4.126
H 2.931 3.329 -5.145
H 1.409 3.128 -3.246

Results
LUMO energy	-0.132	Eh
relative energy (zero: lowest compared OMol25 entry of this formula, charge and spin)	334.9	kJ/mol
charge	+1

=====

5.
The following is a quantum chemistry calculation of a structure of composition C16H23AlBrCl6F12Mg2NaO9P3 at a distorted geometry, from the OMol25 dataset.

CARTESIAN COORDINATES (ANGSTROEM)
C 5.735 -1.628 -3.804
C 4.301 -1.232 -3.652
Cl 3.339 -1.379 -5.130
C 3.692 -0.805 -2.559
Cl 4.645 -0.706 -1.048
P 1.929 -0.275 -2.411
F 2.493 1.324 -2.238
C 0.829 0.332 -3.792
C -0.693 -0.188 -3.741
C -1.419 0.009 -2.293
C -2.153 -1.299 -1.924
O -3.562 -1.101 -2.196
C -4.191 -2.306 -2.427
O -4.821 -2.819 -1.623
P 1.104 -2.348 -2.442
O 2.288 -3.458 -2.748
O 0.701 -2.615 -0.841
H 6.372 -1.267 -2.990
H 5.774 -2.713 -3.990
H 6.083 -1.140 -4.728
H 1.408 -0.134 -1.089
H 1.207 0.142 -4.810
H 0.802 1.469 -3.682
H -1.285 0.473 -4.469
H -0.836 -1.234 -4.151
H -2.241 0.792 -2.399
H -0.745 0.388 -1.517
H -1.785 -2.156 -2.504
H -2.077 -1.532 -0.853
H -4.101 -2.795 -3.418
H 1.957 -3.998 -3.478
H 1.333 -2.164 -0.257
Mg -0.947 -1.167 -5.883
Br 6.000 0.880 0.248
C 10.683 3.471 3.484
C 11.155 2.228 3.327
C 10.357 1.168 2.633
O 10.836 0.061 2.499
C 9.023 1.520 2.148
C 8.554 2.759 2.309
C 9.362 3.825 2.979
O 8.889 4.940 3.081
O 7.335 3.126 1.882
O 12.356 1.868 3.778
H 11.249 4.245 3.982
H 8.451 0.740 1.663
H 7.249 4.070 2.122
H 12.460 0.928 3.538
F 6.430 0.584 -2.588
F -3.748 2.888 -2.861
Al -4.948 2.851 -1.633
F -4.415 1.815 -0.292
F -6.402 2.171 -2.192
F -5.241 4.397 -1.024
Mg -6.387 1.329 0.640
F -9.922 -1.616 -1.379
P -10.924 -0.781 -0.389
F -11.214 0.171 -1.682
F -11.470 -2.305 -0.222
F -12.464 -0.311 -0.135
F -9.607 0.211 -0.145
F -10.758 -0.763 1.241
C -6.856 1.432 5.870
Cl -7.614 2.935 6.388
Cl -7.079 0.195 7.106
Cl -7.611 0.879 4.354
Cl -5.127 1.698 5.601
C -5.404 -3.407 7.121
O -4.897 -2.092 6.909
H -4.609 -4.119 6.917
H -5.731 -3.524 8.158
H -6.242 -3.602 6.447
H -5.612 -1.472 7.094
Na -1.247 2.139 -3.888

Results
LUMO energy	-0.305	Eh
charge	+1

=====

6.
The following is a quantum chemistry calculation of a structure of composition C16H23B2Cl4F14N6NiO4S2 at a distorted geometry, from the OMol25 dataset.

CARTESIAN COORDINATES (ANGSTROEM)
Ni -2.258 -0.408 1.645
B -3.712 1.782 3.593
F -4.160 0.670 4.320
F -4.799 2.529 3.298
F -2.876 2.497 4.373
F -3.019 1.367 2.449
B -4.788 -1.006 1.290
F -5.625 -0.016 1.635
F -4.066 -1.192 2.420
F -5.393 -2.156 0.966
F -3.904 -0.462 0.376
C -0.908 0.363 -2.058
F -2.081 0.485 -2.563
F -0.494 -0.871 -1.959
F -0.033 0.902 -2.914
S -0.792 1.345 -0.399
O 0.154 2.455 -0.593
O -2.198 1.762 -0.100
N -0.425 0.137 0.863
S 1.145 0.221 0.868
O 1.750 0.135 -0.445
O 1.718 1.264 1.749
C 1.601 -1.457 1.701
F 2.928 -1.601 1.635
F 1.210 -1.407 3.018
F 0.969 -2.468 1.129
C 4.762 1.921 0.664
C 6.123 2.272 0.260
N 7.191 2.555 -0.027
H 4.851 1.585 1.697
H 4.467 1.093 0.018
H 4.060 2.744 0.529
C -1.001 -1.185 6.110
C -1.380 -1.144 4.704
N -1.619 -1.088 3.559
H -0.822 -2.193 6.482
H -1.763 -0.573 6.593
H -0.092 -0.601 6.258
C 0.884 -0.618 -5.564
C 0.910 -1.737 -6.515
N 0.963 -2.626 -7.275
H 0.769 -0.896 -4.516
H 0.239 0.218 -5.834
H 1.892 -0.210 -5.636
C -5.102 2.709 -1.059
C -5.977 2.768 -2.215
N -6.598 2.846 -3.203
H -5.581 2.557 -0.091
H -4.707 3.704 -0.857
H -4.222 2.112 -1.300
C -1.013 -4.571 -0.171
C -1.697 -3.412 0.297
N -2.235 -2.450 0.711
H 0.030 -4.606 0.143
H -1.049 -4.460 -1.255
H -1.474 -5.544 -0.001
Cl 2.960 6.391 -3.210
C 1.609 5.626 -2.401
C 1.409 4.255 -3.050
Cl 2.749 3.164 -2.739
H 0.658 6.111 -2.622
H 1.808 5.550 -1.332
H 1.454 4.452 -4.121
H 0.452 3.760 -2.885
Cl 4.970 -5.445 -1.299
C 4.775 -4.039 -0.159
C 4.380 -4.604 1.166
Cl 2.634 -4.879 1.166
H 4.018 -3.343 -0.521
H 5.775 -3.610 -0.088
H 4.682 -3.892 1.934
H 4.914 -5.535 1.358

Results
LUMO energy (alpha / beta)	0.059 / 0.057	Eh
multiplicity	3
relative energy (zero: lowest compared OMol25 entry of this formula, charge and spin)	258.2	kJ/mol
charge	-1
expectation value of S²	2.003

=====

7.
The following is a quantum chemistry calculation of a cluster of 3 separate species, C16H23BF16N3O4 in total at a distorted geometry, from the OMol25 dataset.

CARTESIAN COORDINATES (ANGSTROEM)
C 0.885 0.388 0.772
B -0.038 -0.973 1.098
O -1.208 -1.214 0.230
C 0.478 -1.936 2.327
C -0.612 -2.546 3.404
N 0.249 -3.468 4.291
C 0.657 -2.495 5.374
C 1.605 -3.120 6.555
O 3.008 -3.390 6.134
C 1.299 -3.920 3.301
N 2.275 -4.885 3.350
N 1.248 -3.207 1.933
H 1.108 0.863 1.838
H 1.917 0.062 0.296
H 0.335 1.158 0.081
H -1.903 -0.496 0.315
H 1.364 -1.291 2.799
H -1.219 -1.688 3.933
H -1.270 -3.357 2.826
H 1.170 -1.513 4.997
H -0.355 -2.149 5.904
H 1.138 -4.051 7.117
H 1.695 -2.272 7.391
H 3.365 -2.645 5.565
H 2.394 -5.477 2.473
H 2.936 -5.068 4.136
H 0.565 -3.867 1.454
C -3.628 4.959 -1.930
C -3.053 6.132 -1.113
C -1.550 6.076 -0.863
F -1.166 4.956 -0.214
F -1.157 7.119 -0.084
F -3.753 6.248 0.046
F -3.320 7.278 -1.819
O -4.188 3.874 -1.182
C -3.243 2.930 -0.675
C -3.114 2.967 0.853
F -2.836 4.211 1.312
F -2.104 2.162 1.278
F -2.062 3.109 -1.314
F -3.695 1.707 -1.066
H -4.477 5.363 -2.495
H -2.930 4.607 -2.698
H -0.991 6.136 -1.801
H -4.042 2.635 1.332
C 1.585 -2.431 -3.578
C 2.359 -1.283 -2.901
C 1.548 -0.018 -2.639
F 1.021 0.510 -3.764
F 2.336 0.949 -2.099
F 3.481 -1.023 -3.621
F 2.799 -1.759 -1.691
O 1.705 -2.529 -5.001
C 0.860 -1.651 -5.746
C 1.635 -0.549 -6.482
F 2.434 0.156 -5.646
F 0.786 0.346 -7.054
F -0.102 -1.168 -4.924
F 0.214 -2.437 -6.651
H 2.027 -3.363 -3.206
H 0.539 -2.475 -3.252
H 0.733 -0.210 -1.935
H 2.266 -0.975 -7.269

Results
LUMO energy	-0.184	Eh
charge	+1

=====

8.
The following is a quantum chemistry calculation of a structure of composition C16H23ClN6O at a distorted geometry, from the OMol25 dataset.

CARTESIAN COORDINATES (ANGSTROEM)
C -1.409 -2.472 -1.115
H -2.026 -3.188 -1.608
H -0.302 -2.775 -1.397
H -1.506 -1.566 -1.764
C -1.655 -2.451 0.151
N -2.947 -1.629 0.716
C -4.176 -2.009 0.088
H -4.972 -1.467 0.337
H -4.233 -2.939 -0.217
H -4.054 -1.523 -1.106
C -2.789 0.068 0.901
C -2.566 0.819 -0.420
N -2.691 0.298 -1.697
N -2.281 1.623 -2.235
N -1.826 2.404 -1.638
N -1.966 1.926 -0.127
C -1.368 2.537 0.924
H -2.146 2.553 1.783
C 0.045 2.230 1.286
O -0.060 1.427 2.433
N 0.990 2.464 0.567
C 0.949 3.402 -0.365
H 1.232 4.467 -0.190
H 0.086 3.283 -0.927
H 1.884 3.144 -1.399
C 2.416 2.020 1.124
C 2.823 0.637 0.322
C 3.804 1.134 -0.705
C 4.087 -0.154 -1.317
C 3.660 -1.408 -1.123
C 2.689 -1.405 -0.243
C 2.231 -0.458 0.435
H 1.556 -0.516 1.360
Cl 2.000 -3.207 0.110
H 3.903 -2.289 -1.770
H 4.950 0.209 -2.165
H 4.238 1.947 -1.026
H 3.041 2.847 1.340
H 2.185 1.746 2.194
H -1.430 3.874 0.672
H -1.834 -0.058 1.759
H -3.792 0.316 1.587
C -1.783 -3.668 1.053
H -2.516 -4.411 0.658
H -0.834 -4.061 0.812
H -1.700 -3.543 2.073
H -0.757 -1.801 0.743

Results
LUMO energy	0.012	Eh
relative energy (zero: lowest compared OMol25 entry of this formula, charge and spin)	1735.1	kJ/mol
charge	0

=====

9.
The following is a quantum chemistry calculation of the ion C16H23F2N4O4 with charge +1 at a distorted geometry, from the OMol25 dataset.

CARTESIAN COORDINATES (ANGSTROEM)
C 3.556 0.235 -0.294
C 4.195 -0.994 -1.049
C 3.421 -1.431 -2.363
O 2.169 -0.751 -2.565
C 1.040 -1.599 -2.325
C 0.014 -0.751 -1.509
C -0.650 0.438 -2.093
C -1.576 1.196 -1.205
C -2.264 2.454 -1.829
O -1.749 3.515 -1.630
N -3.453 2.418 -2.672
C -4.565 1.772 -2.030
O -4.776 0.602 -2.073
F -5.477 2.522 -1.321
N -1.740 0.739 0.069
C -2.653 1.566 0.937
C -1.777 2.827 1.393
C -1.120 2.605 2.814
F -2.548 4.016 1.351
N -1.225 -0.309 0.654
C -0.371 -1.046 -0.079
C 0.287 -2.312 0.570
C -0.353 -2.647 1.985
C 0.550 -1.946 3.077
N 1.562 -2.774 3.681
O 0.376 -0.769 3.322
H 4.285 0.539 0.516
H 3.403 1.138 -0.934
H 2.608 -0.038 0.257
H 4.268 -1.838 -0.309
H 5.241 -0.722 -1.338
H 3.358 -2.550 -2.389
H 4.079 -1.139 -3.234
H 1.289 -2.563 -1.819
H 0.572 -1.802 -3.333
H -0.452 0.768 -3.144
H -3.266 2.024 -3.600
H -2.884 1.014 1.890
H -3.579 1.879 0.394
H -0.906 2.992 0.691
H -1.906 2.401 3.594
H -0.468 3.467 3.115
H -0.500 1.663 2.725
H 1.411 -2.259 0.590
H 0.040 -3.182 -0.109
H -1.430 -2.362 2.063
H -0.309 -3.757 2.190
H 2.036 -2.287 4.446
H 2.232 -2.964 2.923

Results
LUMO energy	-0.182	Eh
charge	+1

=====

Q: Among the records above, which one has the lowest charge?
A: C16H23B2Cl4F14N6NiO4S2

=====

Q: Which formula does entry 1 have?
A: C16H22N2O

=====

Q: charge of number 4 (C16H22N3O2S)?
A: +1

=====

Q: Which formula does entry 2 have?
A: C16H22N2O2S